{
  "formula": "C3H9N5",
  "method": "ωB97M-V with the def2-TZVPD basis set",
  "spin_multiplicity": 1,
  "orbital_gap_ha": 0.2922,
  "charge": 0,
  "relative_energy_ev": 4.0572,
  "max_force_ev_per_a": 2.34,
  "elements": ["N", "C", "C", "N", "N", "N", "C", "N", "H", "H", "H", "H", "H", "H", "H", "H", "H"],
  "coordinates": [[-0.745682, 0.442243, 0.385163], [0.469705, 0.241277, -0.974271], [-0.623133, -1.273079, 0.048714], [-0.339967, 0.922482, 1.651278], [1.764165, 0.446288, -0.473830], [0.198886, 1.003050, -2.122511], [-1.033541, -2.150719, 0.959450], [0.035434, -1.093449, -1.057198], [-1.652159, 0.833899, 0.142363], [0.432850, 1.575731, 1.539590], [-0.010908, 0.122285, 2.192343], [1.967319, -0.032033, 0.390244], [2.138088, 1.382253, -0.525194], [-0.613112, 0.678347, -2.624333], [0.473806, 1.973321, -2.116547], [-1.844429, -1.925393, 1.633527], [-0.617321, -3.146503, 0.951213]],
  "atomic_forces_ev_per_a": [[0.7, -1.3, -0.4], [0.0, -0.2, -0.7], [0.2, 2.3, 0.3], [-0.3, -0.1, 0.3], [-0.6, 0.3, 0.1], [0.3, -0.6, 1.1], [-0.1, -0.2, 0.3], [0.1, -0.4, -0.3], [0.1, 0.1, -0.1], [0.0, -0.1, -0.1], [-0.1, 0.1, -0.1], [0.0, -0.1, -0.1], [0.0, 0.0, 0.1], [0.1, 0.4, 0.0], [-0.4, -0.1, -0.2], [0.1, 0.1, 0.1], [-0.1, -0.1, -0.1]],
  "lowdin_charge": [-0.06, -0.56, -0.36, 0.01, 0.13, 0.12, -0.03, 0.06, 0.12, 0.07, 0.07, 0.09, 0.08, 0.09, 0.09, 0.03, 0.04]
}

=====

{
  "formula": "C27H40AsLuN6Si3",
  "method": "ωB97M-V with the def2-TZVPD basis set",
  "spin_multiplicity": 1,
  "orbital_gap_ha": 0.2279,
  "charge": 2,
  "max_force_ev_per_a": 11.66,
  "elements": ["Lu", "C", "C", "N", "C", "C", "N", "C", "C", "C", "C", "C", "N", "C", "C", "N", "C", "C", "N", "C", "C", "C", "N", "C", "C", "H", "H", "H", "H", "H", "H", "H", "H", "H", "H", "H", "H", "C", "Si", "C", "C", "As", "Si", "C", "C", "C", "Si", "C", "C", "C", "H", "H", "H", "H", "H", "H", "H", "H", "H", "H", "H", "H", "H", "H", "H", "H", "H", "H", "H", "H", "H", "H", "H", "H", "H", "H", "H", "H"],
  "coordinates": [[-0.659728, -1.600120, 1.077089], [3.547585, -2.840955, 2.103515], [2.344595, -2.995546, 1.440802], [1.323352, -2.132076, 1.599416], [1.536697, -1.029052, 2.496760], [2.774642, -0.935466, 3.131273], [3.794795, -1.819968, 2.956959], [0.459827, 0.049124, 2.785817], [0.455564, 1.162186, 3.591059], [-0.717641, 2.001334, 3.663502], [-1.870782, 1.639286, 2.873521], [-1.839188, 0.521218, 2.076260], [-0.682911, -0.104779, 2.150912], [-2.892858, -0.116297, 1.131136], [-4.140571, 0.492974, 1.001845], [-5.142927, 0.028745, 0.205954], [-4.867314, -1.100420, -0.487333], [-3.653651, -1.756477, -0.407531], [-2.649955, -1.313497, 0.373631], [-0.738720, 3.225966, 4.542104], [-1.860721, 4.069446, 4.635739], [-1.836208, 5.190035, 5.460257], [-0.779490, 5.548423, 6.208043], [0.297419, 4.749572, 6.125809], [0.361664, 3.610452, 5.329310], [4.359634, -3.546161, 1.963933], [2.168071, -3.820954, 0.761634], [3.009625, -0.133050, 3.820640], [1.342424, 1.392368, 4.163169], [-2.771255, 2.235618, 2.895109], [-4.398814, 1.397381, 1.539892], [-5.664956, -1.471107, -1.121639], [-3.453901, -2.659583, -0.971534], [-2.776270, 3.894456, 4.085615], [-2.700367, 5.844699, 5.536200], [1.144697, 5.051347, 6.735745], [1.289795, 3.054144, 5.354743], [2.865527, 1.197364, -0.559970], [2.553205, -0.245885, -1.699763], [3.219276, 0.248497, -3.384036], [3.597976, -1.674847, -1.112309], [0.282255, -0.866304, -1.486115], [0.085741, -2.592387, -3.076776], [0.692650, -4.156667, -2.252570], [-1.697490, -2.924489, -3.514014], [1.034818, -2.371372, -4.661633], [-0.831552, 1.004945, -2.383455], [-2.597219, 0.602241, -2.834196], [-0.034204, 1.817648, -3.855066], [-0.947041, 2.272170, -1.014473], [3.947770, 1.440001, -0.563754], [2.547963, 0.934768, 0.469613], [2.298930, 2.079258, -0.916131], [4.293133, 0.500608, -3.269608], [2.710133, 1.135155, -3.787028], [3.144783, -0.568442, -4.115146], [4.664454, -1.369938, -1.104649], [3.474793, -2.531000, -1.803059], [3.287716, -1.967266, -0.088633], [0.094626, -4.342563, -1.336505], [1.759065, -4.057812, -1.977134], [0.572274, -5.012475, -2.948036], [-2.292700, -3.068190, -2.589262], [-1.750348, -3.844225, -4.132218], [-2.105712, -2.093842, -4.111092], [2.115677, -2.406697, -4.440694], [0.750406, -1.418100, -5.150814], [0.804610, -3.220476, -5.337156], [-2.626274, -0.054539, -3.717983], [-3.125006, 1.542728, -3.094477], [-3.106756, 0.120214, -1.974719], [0.111624, 1.079707, -4.668813], [0.923180, 2.269476, -3.541911], [-0.690897, 2.638155, -4.209800], [-1.478462, 1.826123, -0.148535], [-1.511753, 3.156353, -1.374866], [0.063742, 2.589094, -0.697603], [-1.213072, -3.450258, 1.635033]],
  "atomic_forces_ev_per_a": [[-0.1, -9.7, -6.5], [1.0, 1.1, 1.6], [-1.6, 0.6, 0.3], [3.1, 1.3, 2.4], [0.9, -0.9, -0.3], [0.5, -0.6, -0.2], [-1.6, -0.5, -1.1], [-0.3, 0.4, 0.2], [0.2, 1.0, 0.8], [0.0, -0.5, -0.4], [-0.2, 1.0, 0.6], [0.3, 0.3, 0.4], [-0.2, 3.4, 2.8], [-0.8, -0.6, -0.8], [-0.6, -0.4, -0.6], [1.7, -1.1, 0.0], [-1.0, 1.5, 0.7], [1.3, 0.2, 0.9], [-3.0, 2.7, 0.5], [0.0, 0.2, 0.1], [0.1, -0.2, -0.1], [0.5, 0.2, 0.4], [0.0, -0.8, -0.6], [-0.6, 0.4, 0.0], [0.0, -0.2, -0.2], [-0.1, 0.0, -0.1], [0.0, 0.0, 0.1], [-0.2, 0.0, 0.0], [-0.1, 0.3, 0.1], [0.1, 0.2, 0.2], [0.2, 0.0, 0.1], [0.1, 0.0, 0.0], [-0.1, 0.1, 0.1], [0.1, -0.1, 0.0], [0.1, -0.2, -0.1], [0.0, -0.1, -0.1], [-0.1, 0.0, -0.1], [-0.3, 0.2, 0.2], [1.3, 0.4, -0.2], [-0.3, 0.0, -0.2], [-0.1, -0.4, 0.1], [0.2, 0.3, -0.6], [-0.2, -1.4, -0.7], [0.2, 0.1, 0.5], [-0.3, 0.3, 0.1], [0.2, 0.4, 0.0], [-0.7, 1.0, -0.3], [-0.2, -0.3, 0.0], [0.3, -0.1, -0.1], [0.2, 0.0, 0.4], [-0.6, -0.1, 0.0], [0.2, 0.4, -0.4], [0.3, -0.3, 0.4], [-0.5, -0.1, 0.1], [0.2, -0.3, 0.0], [0.0, 0.3, 0.1], [-0.5, -0.2, 0.0], [0.2, 0.2, 0.4], [0.5, 0.2, -1.0], [0.3, -0.1, -0.4], [-0.4, -0.3, -0.1], [0.1, 0.4, 0.4], [0.2, 0.0, -0.7], [0.0, 0.4, 0.4], [-0.1, -0.4, 0.3], [-0.4, 0.2, -0.3], [0.4, -0.5, 0.0], [0.0, 0.5, 0.4], [-0.2, 0.2, 0.4], [0.3, -0.5, 0.2], [0.1, 0.3, -0.7], [0.1, 0.6, 0.3], [-0.3, -0.2, -0.4], [0.3, -0.5, 0.2], [0.3, 0.5, -0.4], [0.3, -0.5, 0.2], [-0.5, 0.0, 0.0], [0.1, 0.6, 0.1]],
  "lowdin_charge": [1.10, -0.06, -0.10, -0.07, -0.13, -0.03, 0.15, -0.17, 0.10, -0.01, 0.09, -0.19, -0.16, -0.13, -0.03, 0.15, -0.05, -0.08, -0.07, -0.15, 0.00, -0.10, 0.10, -0.10, 0.00, 0.14, 0.14, 0.13, 0.11, 0.11, 0.13, 0.14, 0.11, 0.10, 0.12, 0.12, 0.10, -0.21, 0.25, -0.18, -0.20, 0.78, 0.23, -0.22, -0.20, -0.20, 0.24, -0.19, -0.20, -0.21, 0.06, 0.01, 0.03, 0.06, 0.02, 0.02, 0.07, 0.04, -0.02, 0.03, 0.02, 0.06, 0.01, 0.06, 0.02, 0.03, 0.04, 0.06, 0.03, 0.06, 0.00, 0.04, 0.03, 0.06, 0.00, 0.06, 0.03, -0.15]
}

=====

{
  "formula": "C5H13NO2",
  "method": "ωB97M-V with the def2-TZVPD basis set",
  "smiles": "CC(C)CNC=O.O",
  "spin_multiplicity": 1,
  "orbital_gap_ha": 0.3997,
  "charge": 0,
  "relative_energy_ev": 0.7134,
  "max_force_ev_per_a": 1.31,
  "elements": ["C", "C", "C", "C", "N", "C", "O", "H", "H", "H", "H", "H", "H", "H", "H", "H", "H", "H", "O", "H", "H"],
  "coordinates": [[-1.707193, 0.837662, 1.164009], [-0.626082, 1.256325, 0.161737], [-1.250477, 1.502743, -1.238743], [0.478427, 0.162742, 0.024841], [0.821750, -0.455896, 1.295696], [1.361559, -1.694413, 1.332660], [1.773786, -2.303347, 0.363394], [-1.427105, 0.910944, 2.219161], [-2.589422, 1.454460, 1.014031], [-1.912869, -0.216694, 1.003323], [-0.066878, 2.126523, 0.517218], [-0.847439, 0.782685, -1.935534], [-1.042688, 2.519905, -1.535021], [-2.334409, 1.379047, -1.186650], [1.347188, 0.627730, -0.429983], [0.066487, -0.629238, -0.592267], [0.492653, -0.076196, 2.165328], [1.501332, -2.053245, 2.357650], [1.986151, -1.817321, -2.563478], [1.995645, -2.780368, -2.511549], [1.979594, -1.534043, -1.625825]],
  "atomic_forces_ev_per_a": [[0.4, 0.1, 0.1], [0.7, -0.6, 0.2], [0.1, 0.1, 1.1], [-1.2, 0.4, 0.5], [0.1, -0.3, -0.1], [0.6, 0.6, 0.0], [-0.3, 0.0, 0.0], [0.1, 0.2, -0.1], [-0.2, -0.2, 0.1], [-0.5, -0.1, -0.2], [-0.5, 0.3, 0.0], [0.0, 0.1, -0.5], [0.0, 0.2, -0.5], [0.1, 0.0, -0.1], [0.2, -0.2, -0.3], [0.2, -0.1, -0.4], [0.0, 0.1, 0.0], [-0.1, -0.3, 0.2], [0.0, 0.2, 0.5], [0.0, 0.2, 0.1], [0.0, -0.5, -0.5]],
  "lowdin_charge": [-0.08, -0.39, -0.05, -0.17, 0.03, -0.35, 0.01, 0.07, 0.08, 0.09, 0.13, 0.07, 0.07, 0.07, 0.13, 0.12, 0.12, 0.13, -0.09, 0.03, -0.01]
}